This record from the OMol25 dataset describes a molecular structure, C16H39AlBeBr3F4KLiN3O4PSi. The level of theory is ωB97M-V/def2-TZVPD.

- charge = +1
- HOMO level (eV) = -9.86
- total energy (eV) = -291567.3421
- Kohn-Sham gap (eV) = 1.45

Geometry as XYZ:
```
75
Properties=species:S:1:pos:R:3:mulliken_charge:R:1
N -0.16212 3.18007 -1.29433 -0.44
C -0.32465 2.48133 -2.56734 -0.50
C 0.91809 2.57448 -3.52919 -0.50
C 0.95682 1.23022 -4.33262 -0.70
Si 2.61714 0.84743 -5.13713 0.28
C 2.41946 -0.80273 -6.08762 -0.55
C 2.19839 -1.96082 -5.10840 -0.16
O 1.27744 -1.99789 -4.36301 -0.39
P 4.27487 0.48616 -3.67192 0.20
O 5.13636 1.88721 -3.46044 -0.42
Br 3.31163 -0.07294 -1.70050 0.07
H 0.69834 2.93305 -0.82618 0.20
H -0.27685 4.17915 -1.39063 0.23
H -1.18444 2.87282 -3.11999 0.39
H -0.52044 1.42664 -2.32834 0.04
H 0.66888 3.36954 -4.24152 0.30
H 1.84632 2.77623 -2.98409 0.38
H 0.23842 1.35387 -5.16051 0.34
H 0.61770 0.37558 -3.73751 0.40
H 2.90159 1.89120 -6.13374 -0.14
H 3.38443 -1.01756 -6.57154 0.32
H 1.59669 -0.69632 -6.80060 0.38
H 2.91875 -2.80796 -5.06329 0.38
H 5.56195 1.84259 -2.58429 0.32
C -4.66308 1.28254 4.20195 -1.35
C -4.01894 -0.00820 3.72155 0.10
C -2.52914 -0.01361 3.44080 -1.01
N -1.97547 1.01385 2.46591 0.67
C -1.78319 2.33631 3.13747 -1.17
C -0.59530 0.55861 1.99524 -0.45
C -0.86553 -0.34065 0.81686 -0.72
C -2.05588 0.30448 0.11860 0.72
C -2.78647 1.12394 1.18266 -0.76
H -4.70731 2.03921 3.41325 0.31
H -5.69540 1.09530 4.49904 0.46
H -4.13737 1.69283 5.06778 0.28
H -4.56864 -0.37745 2.85000 0.27
H -4.17950 -0.81603 4.53630 0.05
H -2.27162 -0.99194 3.03340 0.44
H -1.96834 0.11390 4.36737 0.56
H -1.12193 2.19029 3.98840 0.38
H -2.73614 2.73643 3.46141 0.38
H -1.33265 3.02317 2.42395 0.45
H -0.04579 1.44407 1.67614 0.39
H -0.07395 0.07729 2.82018 0.36
H -1.11621 -1.34935 1.14886 0.27
H -0.00410 -0.42554 0.16075 0.23
H -2.70138 -0.44669 -0.33070 0.08
H -1.72716 0.95793 -0.68908 -0.48
H -3.79983 0.76985 1.34053 0.17
H -2.82810 2.17648 0.90956 0.41
C 7.62968 -0.22615 -2.30097 -0.52
O 6.95093 0.43788 -1.26287 -0.27
H 6.96554 -0.31407 -3.16483 0.24
H 8.52022 0.34603 -2.58424 0.37
H 7.94258 -1.27153 -1.94294 0.31
H 7.56005 0.50087 -0.51597 0.09
Br -3.48785 -1.86805 5.86186 -0.60
Li -4.22843 -1.74794 8.38439 0.88
C -5.22395 -1.31967 -1.53198 -0.20
C -6.26415 -2.31702 -1.32515 0.23
N -7.08335 -3.10127 -1.16344 -0.33
H -4.46370 -1.67486 -2.22750 0.27
H -5.63492 -0.39702 -1.94156 0.29
H -4.72444 -1.06935 -0.59712 -0.22
Br 9.10204 -2.43499 -1.99586 -0.60
K 9.83686 -1.04001 -0.23101 0.75
O 2.30011 -0.94186 1.48500 -0.54
H 1.76773 -0.75701 0.70343 0.22
F -1.96544 -4.76765 7.60766 -0.45
Al -2.14581 -5.66440 6.13302 0.70
F -3.80873 -5.66813 5.69340 -0.43
F -1.59208 -7.26712 6.35978 -0.39
F -1.23156 -4.89073 4.89328 -0.43
Be 8.49236 0.93567 2.10014 0.17
```